(1)
Entry from OMol25: a 5-piece molecular cluster, C3H14O5 overall at a distorted geometry (ωB97M-V/def2-TZVPD).

* LUMO (spin up / spin down): 0.102 / 0.101 Eh
* Kohn-Sham gap (spin up / spin down): 1.996 / 9.919 eV
* molecular weight: 130.1 Da
* energy above the lowest of the compared OMol25 structures with the same formula, charge and spin: 284.6 kJ/mol

Geometry as ORCA input:
```
! wB97M-V def2-TZVPD RIJCOSX def2/J DEFGRID3
* xyz -1 2
C 0.06 -3.94 2.16
O -0.81 -3.20 1.31
C 0.29 -3.11 3.50
C -0.53 -2.06 3.77
H 0.95 -4.12 1.62
H -0.45 -4.81 2.34
H -0.66 -2.29 1.42
H 1.10 -3.41 4.16
H -0.31 -1.71 4.83
H -1.34 -1.59 3.23
H 1.58 5.74 -1.28
H 0.53 4.86 -2.35
O 1.43 4.98 -2.03
H -3.40 3.57 -2.62
H -2.87 2.18 -2.54
O -2.69 3.06 -2.36
H -0.17 1.91 -1.49
H 0.84 3.03 -1.92
O 0.76 2.09 -1.71
H 2.05 -0.49 -3.09
H 1.39 0.36 -1.95
O 1.53 -0.50 -2.33
*
```



(2)
Entry from OMol25: a 5-piece molecular cluster, C3H14O5 overall at a distorted geometry (ωB97M-V/def2-TZVPD).

* LUMO: 0.011 Eh
* Kohn-Sham gap: 10.634 eV
* molecular weight: 130.1 Da
* energy above the lowest of the compared OMol25 structures with the same formula, charge and spin: 150.6 kJ/mol

Geometry as ORCA input:
```
! wB97M-V def2-TZVPD RIJCOSX def2/J DEFGRID3
* xyz 0 1
C -2.50 -1.06 0.05
C -2.28 -1.42 1.31
C -1.10 -0.83 2.07
O 0.15 -1.16 1.37
H -3.30 -1.47 -0.54
H -1.79 -0.43 -0.46
H -2.89 -2.12 1.86
H -1.11 0.26 2.20
H -0.99 -1.39 3.00
H 0.85 -0.89 1.96
O 2.83 3.32 0.12
H 2.92 3.31 -0.82
H 3.09 2.44 0.43
O -0.71 1.04 -2.89
H -0.29 0.34 -2.39
H -0.03 1.70 -2.93
O 2.08 0.87 -0.02
H 1.95 0.05 -0.52
H 1.20 1.25 0.03
O 0.54 -0.90 -1.47
H 0.74 -1.78 -1.86
H 0.63 -1.15 -0.52
*
```



(3)
Entry from OMol25: a 5-piece molecular cluster, C3H14O5 overall at a distorted geometry (ωB97M-V/def2-TZVPD).

* LUMO: 0.014 Eh
* Kohn-Sham gap: 10.441 eV
* molecular weight: 130.1 Da
* energy above the lowest of the compared OMol25 structures with the same formula, charge and spin: 149.6 kJ/mol

Geometry as ORCA input:
```
! wB97M-V def2-TZVPD RIJCOSX def2/J DEFGRID3
* xyz 0 1
C -2.36 -0.63 -0.19
C -2.23 -1.24 0.97
C -1.07 -0.96 1.93
O 0.22 -1.21 1.35
H -3.13 -0.79 -0.94
H -1.61 0.04 -0.61
H -2.95 -2.00 1.23
H -1.13 0.07 2.34
H -1.13 -1.65 2.83
H 0.72 -0.41 1.11
O 2.85 3.10 0.57
H 2.00 2.86 0.17
H 2.69 2.84 1.48
O -0.51 1.38 -3.11
H -0.34 1.01 -2.24
H -0.91 0.70 -3.66
O 2.18 0.44 0.25
H 2.98 0.72 0.70
H 2.32 -0.13 -0.52
O 0.47 -1.01 -1.36
H 0.95 -1.77 -1.72
H 0.01 -1.36 -0.57
*
```



(4)
Entry from OMol25: C3H15AgMnN4O8 as an isolated structure at a distorted geometry (ωB97M-V/def2-TZVPD).

* LUMO (spin up / spin down): -0.445 / -0.469 Eh
* Kohn-Sham gap (spin up / spin down): 5.085 / 4.436 eV
* molecular weight: 398.0 Da

Geometry as ORCA input:
```
! wB97M-V def2-TZVPD RIJCOSX def2/J DEFGRID3
* xyz 3 7
Mn 21.17 -5.69 2.07
Ag 25.66 -3.43 1.03
O 23.14 -3.24 4.64
C 23.25 -3.89 3.46
O 24.00 -3.39 2.62
O 22.60 -5.00 3.32
H 23.90 -2.58 4.62
O 23.85 -6.56 6.29
H 23.44 -6.22 5.49
H 24.74 -6.19 6.27
O 25.01 -1.50 5.24
H 24.70 -0.59 5.30
H 25.89 -1.44 4.85
O 20.17 -6.64 3.63
H 20.28 -7.08 4.49
H 19.21 -6.48 3.56
C 21.31 -3.64 7.77
O 20.98 -4.03 8.95
N 21.68 -4.48 6.80
N 21.32 -2.30 7.57
H 22.08 -4.18 5.91
H 21.53 -5.45 7.04
H 21.08 -1.75 8.39
H 21.81 -1.86 6.81
C 25.20 -8.22 3.17
O 25.56 -7.05 3.26
N 23.94 -8.57 3.60
N 25.95 -9.18 2.59
H 23.54 -9.48 3.44
H 23.41 -7.81 3.96
H 25.56 -10.10 2.50
H 26.82 -8.95 2.16
*
```



(5)
Entry from OMol25: C3H15F3HfO17S3 as an isolated structure at a distorted geometry (ωB97M-V/def2-TZVPD).

* LUMO: 0.130 Eh
* Kohn-Sham gap: 5.066 eV
* molecular weight: 654.8 Da
* energy above the lowest of the compared OMol25 structures with the same formula, charge and spin: 121.7 kJ/mol

Geometry as ORCA input:
```
! wB97M-V def2-TZVPD RIJCOSX def2/J DEFGRID3
* xyz -2 1
Hf -0.07 -0.28 0.28
C -1.00 -1.97 4.00
C 0.45 -1.89 3.50
O 0.53 -1.20 2.30
H -1.15 -1.13 4.68
H -1.15 -2.90 4.56
H -1.68 -2.10 3.17
H 0.90 -2.89 3.33
H 1.14 -1.47 4.25
S -0.29 -1.30 -3.22
O -0.40 -0.10 -4.02
O -0.20 -0.89 -1.73
O -1.47 -2.17 -3.35
O 0.99 -2.02 -3.45
S -2.72 1.91 -1.03
O -2.43 3.31 -0.67
O -3.96 1.40 -0.40
O -2.72 1.74 -2.47
O -1.60 1.00 -0.46
C 2.86 2.56 -2.76
F 3.73 2.26 -1.77
F 3.11 3.77 -3.25
F 3.04 1.67 -3.73
S 1.08 2.59 -2.12
O 1.15 3.71 -1.19
O 0.32 2.80 -3.28
O 0.91 1.32 -1.40
O -2.17 -1.35 0.34
H -2.75 -1.41 1.10
H -2.58 -1.89 -0.35
O 1.15 1.57 1.16
H 1.99 1.56 1.63
H 0.86 2.49 1.15
O -1.34 0.80 2.02
H -1.00 0.95 2.91
H -1.95 1.53 1.83
O 0.22 -2.78 -0.15
H -0.44 -3.46 0.00
H 0.95 -3.22 -0.60
O 2.23 -0.70 -0.16
H 2.60 -0.69 -1.06
H 2.88 -1.13 0.40
*
```



(6)
Entry from OMol25: a 3-piece molecular cluster, C3H15N2O2 overall at a distorted geometry (ωB97M-V/def2-TZVPD).

* LUMO: -0.110 Eh
* Kohn-Sham gap: 10.194 eV
* molecular weight: 111.2 Da
* energy above the lowest of the compared OMol25 structures with the same formula, charge and spin: 143.2 kJ/mol

Geometry as ORCA input:
```
! wB97M-V def2-TZVPD RIJCOSX def2/J DEFGRID3
* xyz 1 1
N -1.97 2.42 -0.28
C -2.34 1.08 -0.69
C -2.32 0.14 0.58
N -1.06 -0.62 0.60
C -0.48 -0.92 1.94
H -1.34 2.86 -0.94
H -2.76 3.03 -0.13
H -0.23 -0.35 0.06
H -3.34 1.06 -1.13
H -1.60 0.75 -1.41
H -2.35 0.92 1.32
H -3.21 -0.47 0.64
H -1.23 -1.53 0.15
H -0.07 -1.93 1.91
H -1.21 -1.02 2.73
H 0.38 -0.33 2.24
H 6.58 0.11 -1.88
H 6.42 0.92 -0.58
O 5.93 0.51 -1.30
H 1.17 -3.04 -0.98
H 1.57 -1.73 -0.25
O 0.82 -2.25 -0.55
*
```



(7)
Entry from OMol25: a 3-piece molecular cluster, C3H15N2O2 overall at a distorted geometry (ωB97M-V/def2-TZVPD).

* LUMO: -0.122 Eh
* Kohn-Sham gap: 9.274 eV
* molecular weight: 111.2 Da
* energy above the lowest of the compared OMol25 structures with the same formula, charge and spin: 201.7 kJ/mol

Geometry as ORCA input:
```
! wB97M-V def2-TZVPD RIJCOSX def2/J DEFGRID3
* xyz 1 1
N -0.37 1.51 0.28
C 0.82 0.87 -0.72
C 0.34 1.19 -2.11
C 1.03 -0.64 -0.49
N 0.02 -1.41 -1.13
H -1.19 1.28 -0.30
H -0.32 2.48 0.54
H -0.29 0.97 1.13
H 1.77 1.29 -0.42
H -0.81 0.98 -2.18
H 0.69 0.34 -2.73
H 0.58 2.14 -2.45
H 2.11 -0.95 -1.00
H 1.10 -0.90 0.59
H 0.22 -2.36 -1.41
H -0.89 -1.45 -0.71
H 0.37 0.63 3.50
H 0.98 -0.94 3.33
O 0.27 -0.28 3.26
H -2.48 -0.82 0.86
H -2.12 -2.39 1.27
O -1.82 -1.54 0.89
*
```



(8)
Entry from OMol25: a 4-piece molecular cluster, C3H15NO3 overall at a distorted geometry (ωB97M-V/def2-TZVPD).

* LUMO (spin up / spin down): 0.127 / 0.123 Eh
* Kohn-Sham gap (spin up / spin down): 2.562 / 10.355 eV
* molecular weight: 113.2 Da
* energy above the lowest of the compared OMol25 structures with the same formula, charge and spin: 102.5 kJ/mol

Geometry as ORCA input:
```
! wB97M-V def2-TZVPD RIJCOSX def2/J DEFGRID3
* xyz -1 2
C -0.78 -1.06 -1.66
C -0.42 -0.52 -0.27
C -1.48 -0.90 0.76
N 0.89 -1.04 0.17
H -1.38 -0.35 -2.26
H 0.08 -1.45 -2.19
H -1.49 -1.89 -1.55
H -0.29 0.56 -0.35
H -1.16 -0.61 1.76
H -2.46 -0.53 0.45
H -1.57 -1.98 0.67
H 1.58 -1.11 -0.58
H 0.73 -2.05 0.30
H 1.56 1.83 2.30
H 2.64 2.92 2.18
O 1.74 2.78 2.47
H 1.24 -0.55 1.73
H 2.15 0.44 3.02
O 1.56 -0.12 2.57
H -0.32 1.82 -2.85
H -1.57 1.69 -3.74
O -1.25 2.10 -2.92
*
```



Question: Which value of molecular weight does entry 5 give?
Answer: 654.8 Da